(1)
Formula: C31H72BrF3NO9PS
Source: the OMol25 dataset
Level of theory: ωB97M-V/def2-TZVPD

Geometry as XYZ:
```
119
Properties=species:S:1:pos:R:3:forces:R:3:mulliken_charge:R:1
C 0.56608 -1.55274 6.08056 -0.159 -0.078 -0.133 -1.494
C -0.35951 -1.01374 4.99620 -0.063 -0.311 0.035 0.921
C -1.67736 -0.50589 5.51407 0.212 -0.137 -0.115 -0.726
Br -2.59861 -1.94079 6.47018 -0.092 0.004 0.091 -0.100
O -2.41056 -0.08265 4.38103 -0.136 0.458 -0.025 0.363
C -3.34398 0.88105 4.50368 0.212 1.442 -1.566 -0.455
O -3.46238 1.74518 3.65295 -0.021 -1.811 1.324 -0.527
N -4.23104 0.75534 5.62250 -0.364 0.333 0.000 0.789
C -5.61615 0.72979 5.10196 0.145 -0.048 0.016 -1.092
C -6.69958 0.34294 6.09086 -0.420 -0.232 -0.171 -0.085
O -7.94855 0.45172 5.44544 0.119 0.115 0.142 -0.572
C -6.52294 -1.07618 6.64853 -0.147 -0.457 0.266 0.889
F -6.01422 -1.92461 5.71875 -0.287 0.334 0.586 -0.266
F -7.70534 -1.59120 7.06315 0.870 0.292 -0.199 -0.288
F -5.68771 -1.05761 7.71992 -0.330 -0.100 -0.603 -0.255
P -3.85161 1.78198 6.93404 0.761 0.407 0.126 0.192
S -2.63678 3.24945 6.63495 -0.045 -0.211 -0.118 -0.344
H 1.60009 -1.39948 5.79837 0.190 0.089 0.030 0.405
H 0.41110 -2.61790 6.20195 -0.022 -0.192 0.094 0.398
H 0.37708 -1.09236 7.04505 0.116 0.213 0.153 0.327
H -0.60690 -1.81486 4.30651 0.182 -0.054 -0.321 -0.307
H 0.10273 -0.20874 4.43176 0.068 0.207 -0.044 -0.098
H -1.53229 0.32264 6.19948 -0.154 0.074 0.265 0.653
H -5.89512 1.66946 4.63144 -0.007 0.246 0.090 0.278
H -5.63354 -0.03207 4.32502 0.058 -0.073 -0.166 0.595
H -6.74798 1.00636 6.94592 -0.012 0.074 0.187 0.357
H -7.85286 0.18997 4.52602 -0.059 -0.124 -0.165 0.379
H -5.09244 2.17853 7.42941 -0.263 -0.227 -0.048 0.063
H -3.37075 0.88341 7.88638 -0.183 -0.181 0.137 0.049
C -3.06080 -4.84843 2.85157 0.134 -0.142 0.013 -1.535
C -2.02646 -3.74522 2.74351 -0.008 0.493 0.123 1.258
O -0.68556 -4.15883 2.91902 0.249 -0.253 -0.201 -0.432
C -0.13414 -5.05082 1.94752 -0.069 0.075 -0.025 -0.524
C -0.09948 -4.51411 0.51604 -0.149 0.225 0.357 -0.793
H -2.97760 -5.35812 3.81218 -0.013 0.012 0.016 0.371
H -4.06285 -4.42663 2.76760 -0.010 0.025 0.013 0.407
H -2.94685 -5.59452 2.06343 -0.010 0.022 -0.036 0.350
H -2.17622 -3.00934 3.55121 -0.119 -0.274 -0.299 -0.224
H -2.13274 -3.20084 1.79645 -0.040 -0.053 -0.035 -0.392
H -0.64395 -6.02150 1.97186 -0.081 0.061 0.052 0.314
H 0.88209 -5.21595 2.30462 0.015 -0.043 -0.045 0.311
H -1.09912 -4.35176 0.11174 -0.030 -0.026 -0.005 0.149
H 0.41920 -5.20806 -0.14639 0.030 -0.051 0.089 0.489
H 0.41968 -3.55521 0.49358 0.032 0.014 -0.051 0.251
C 3.36573 3.77523 3.15420 -0.087 0.043 0.084 -1.160
C 2.80935 2.38323 2.91192 0.233 0.025 -0.383 -0.198
O 1.67017 2.06868 3.67552 -0.241 -0.194 0.412 -0.426
C 0.53837 2.89534 3.47187 -0.122 0.056 -0.031 -0.188
C 0.04004 2.90556 2.03763 0.063 0.031 -0.057 -0.845
H 3.61960 3.90816 4.20672 0.018 0.002 0.011 0.324
H 4.26468 3.92288 2.55595 0.023 -0.019 -0.009 0.429
H 2.65376 4.55500 2.88068 0.014 -0.004 -0.059 0.263
H 3.55821 1.64056 3.18689 -0.018 -0.044 0.040 0.372
H 2.59393 2.23834 1.84759 0.090 0.066 -0.049 0.177
H 0.73577 3.91634 3.81779 0.039 0.003 -0.027 0.346
H -0.23481 2.48956 4.12613 -0.003 -0.007 0.015 0.054
H 0.77776 3.31870 1.34751 -0.012 0.037 0.006 0.230
H -0.86488 3.50960 1.96252 -0.036 -0.034 0.035 0.491
H -0.18819 1.89057 1.71233 -0.050 -0.059 -0.020 0.110
C -3.54926 -1.08694 -2.93850 0.077 0.062 0.024 -1.149
C -3.23524 -1.94655 -1.72610 -0.105 -0.054 -0.041 -0.417
O -1.98443 -1.66714 -1.12701 0.145 -0.127 -0.031 -0.132
C -1.80936 -0.34852 -0.63701 -0.027 0.130 0.089 -0.278
C -2.81845 0.04197 0.42741 -0.082 -0.104 -0.033 -1.231
H -2.76660 -1.18918 -3.69167 0.001 -0.012 -0.018 0.170
H -4.49734 -1.39618 -3.37869 -0.007 -0.027 -0.012 0.429
H -3.63183 -0.03026 -2.68202 -0.048 -0.004 0.016 0.280
H -3.17576 -2.99336 -2.02642 0.024 -0.018 0.012 0.376
H -4.04055 -1.87597 -0.98619 -0.001 0.039 -0.008 0.388
H -1.81593 0.37408 -1.46191 -0.045 -0.011 -0.007 0.329
H -0.80362 -0.33245 -0.21474 0.017 -0.044 0.000 0.296
H -3.83892 0.05004 0.04007 0.018 0.048 -0.023 0.443
H -2.60577 1.03814 0.80568 0.061 0.102 0.075 0.455
H -2.78075 -0.65741 1.26409 0.027 0.005 0.031 0.048
C 3.45538 1.36160 -3.12115 0.414 0.126 -0.003 -0.639
C 2.57542 1.58905 -1.90923 0.007 -0.208 -0.196 -0.125
O 2.84354 2.78358 -1.20984 0.025 0.251 0.380 -0.472
C 2.68826 3.98356 -1.94080 0.021 0.082 -0.073 -0.389
C 1.28695 4.19995 -2.48720 -0.034 -0.095 0.019 -0.961
H 4.50863 1.36942 -2.83545 0.043 0.114 0.075 0.334
H 3.21567 0.39756 -3.56746 0.232 0.407 0.218 0.185
H 3.30807 2.12787 -3.88508 -0.045 0.015 -0.014 0.256
H 2.74295 0.79409 -1.18169 -0.005 -0.020 0.053 0.328
H 1.51818 1.53978 -2.19334 -0.024 0.070 -0.024 0.037
H 3.42763 4.04190 -2.74813 -0.035 -0.040 -0.027 0.322
H 2.93204 4.77775 -1.23482 0.009 -0.005 0.033 0.436
H 1.00626 3.43379 -3.21131 0.035 0.026 -0.040 0.214
H 1.22741 5.16676 -2.98759 0.005 0.028 0.012 0.405
H 0.55511 4.18061 -1.67834 -0.011 0.016 0.015 0.196
C 0.94671 -1.38732 -6.32106 -0.056 0.049 0.090 -1.252
C 2.11476 -1.46740 -5.35290 -0.038 -0.121 -0.067 -0.134
O 1.92080 -0.73748 -4.15212 -0.641 -0.651 -0.285 -0.344
C 0.81446 -1.13238 -3.34546 -0.111 -0.017 0.010 0.603
C 0.86827 -2.56569 -2.85571 0.144 -0.117 -0.068 -0.989
H 0.72640 -0.34756 -6.56676 0.013 0.011 -0.020 0.278
H 1.18768 -1.91952 -7.24150 0.025 0.006 -0.015 0.436
H 0.04068 -1.83233 -5.90798 0.018 -0.056 -0.011 0.350
H 2.99778 -1.02548 -5.81698 0.042 0.047 0.064 0.067
H 2.36628 -2.51245 -5.13444 -0.071 0.036 0.019 0.369
H -0.12994 -0.94040 -3.86853 0.043 -0.022 -0.036 0.021
H 0.83626 -0.45780 -2.48895 0.022 -0.016 -0.042 -0.447
H 0.83100 -3.28690 -3.67432 -0.046 0.023 -0.021 0.342
H 0.02021 -2.75780 -2.19887 -0.015 0.054 0.024 0.181
H 1.79041 -2.74300 -2.29939 0.004 0.002 0.018 0.345
C 7.72056 1.51881 -7.74681 -0.059 -0.073 0.052 -0.973
C 6.73527 1.52865 -8.90310 0.064 0.103 -0.011 -0.330
O 5.78543 0.48063 -8.86496 -0.028 -0.099 -0.089 -0.452
C 4.94578 0.44584 -7.72752 -0.072 -0.007 0.128 -0.239
C 4.09361 1.69049 -7.54420 0.048 0.055 -0.056 -0.903
H 8.24929 0.56615 -7.70442 0.018 -0.007 -0.008 0.279
H 8.45160 2.31714 -7.87488 0.018 0.008 -0.023 0.387
H 7.22826 1.67225 -6.78563 0.001 0.055 -0.008 0.230
H 7.27057 1.38741 -9.84158 -0.007 -0.023 -0.024 0.347
H 6.23337 2.50068 -8.97012 -0.009 0.004 0.043 0.285
H 5.53105 0.24073 -6.82321 -0.004 0.059 0.012 0.287
H 4.29558 -0.41608 -7.88046 0.026 -0.040 -0.054 0.221
H 4.69968 2.58120 -7.37459 0.001 -0.010 0.070 0.308
H 3.43359 1.57044 -6.68367 -0.005 -0.029 0.011 0.271
H 3.48332 1.86628 -8.43072 -0.024 -0.009 -0.008 0.294
```
Forces are in eV/Å.

Values from the calculation:
Structure (SMILES) = CC[C@H](Br)OC(=O)N(C[C@@H](O)C(F)(F)F)[PH2]=S.CCOCC.CCOCC.CCOCC.CCOCC.CCOCC.CCOCC

***

(2)
Formula: C31H46BiBrF6N5O4
Source: the OMol25 dataset
Level of theory: ωB97M-V/def2-TZVPD

Geometry as XYZ:
```
94
Properties=species:S:1:pos:R:3:forces:R:3:mulliken_charge:R:1
Bi 0.09279 -0.54354 0.35630 -0.045 -0.129 0.066 2.106
C -1.05637 -3.69589 -0.81480 0.001 0.023 -0.002 -1.223
C -1.86394 -2.50988 -1.36364 0.028 0.004 0.064 0.463
N -1.00654 -1.38916 -1.79392 -0.036 -0.044 0.008 0.212
C -0.16032 -1.69824 -2.95810 0.042 0.007 0.021 -0.965
C 1.21911 -1.05356 -2.82732 -0.056 -0.008 -0.003 -0.826
N 1.72768 -1.16356 -1.46202 0.011 0.005 0.019 0.081
C 2.37471 -2.42701 -1.07028 -0.025 0.015 -0.011 -0.110
C 1.42202 -3.60710 -0.92862 0.021 0.030 0.004 -1.132
N 0.20223 -3.29593 -0.15048 -0.005 -0.057 -0.089 -0.302
H -0.83875 -4.41514 -1.60758 -0.002 -0.001 0.000 0.365
H -1.69230 -4.21628 -0.09882 -0.003 -0.010 -0.006 0.524
H -2.51263 -2.10794 -0.59020 0.009 -0.016 -0.011 -0.742
H -2.49883 -2.85960 -2.18345 -0.004 0.001 -0.011 0.653
H -1.61902 -0.61172 -2.01545 0.001 0.004 0.010 -0.059
H -0.63058 -1.36024 -3.88370 -0.004 0.000 -0.004 0.571
H -0.06865 -2.77867 -3.03904 -0.002 0.004 -0.007 0.489
H 1.14381 0.00999 -3.05999 0.008 0.009 -0.002 0.298
H 1.90342 -1.49885 -3.55639 0.002 -0.007 -0.002 0.474
H 2.39328 -0.42411 -1.25621 -0.004 -0.018 0.005 0.074
H 2.84843 -2.23111 -0.11003 -0.004 0.002 -0.011 -0.215
H 3.16118 -2.69890 -1.78283 0.006 0.005 -0.006 0.498
H 1.97995 -4.41629 -0.45312 -0.001 -0.005 -0.003 0.625
H 1.13327 -3.98133 -1.91021 -0.005 -0.003 0.007 0.280
H 0.26204 -3.76908 0.74158 -0.002 0.042 0.023 0.316
C -6.61872 3.26200 3.65026 0.024 0.014 -0.001 -1.601
C -5.36956 3.89631 3.02147 -0.024 0.007 -0.001 1.824
C -4.62102 4.66857 4.10686 -0.007 -0.008 0.002 -2.140
C -5.79706 4.88721 1.92902 0.008 -0.016 0.015 -1.617
C -4.50239 2.80593 2.39869 0.005 -0.037 0.000 -0.496
C -3.20191 2.55708 2.79373 -0.019 0.025 -0.020 0.087
C -2.47850 1.56438 2.15314 0.020 -0.055 -0.042 -0.029
Br -0.71329 1.22964 2.77520 0.073 0.090 -0.032 -0.272
C -2.95698 0.77371 1.10888 0.026 0.060 0.051 0.417
O -2.16884 -0.10877 0.48263 0.029 -0.056 -0.026 -0.634
C -4.32185 0.97338 0.75999 0.004 -0.049 -0.061 -0.814
C -5.02506 1.98466 1.39649 0.001 0.020 0.021 -0.134
C -5.03336 0.03759 -0.22587 0.031 -0.016 0.019 2.591
C -4.99510 -1.38590 0.35933 0.001 0.059 0.016 -1.700
C -6.50391 0.40521 -0.42713 -0.038 -0.012 -0.011 -2.372
C -4.37521 0.09225 -1.61083 0.003 0.028 0.037 -1.709
H -7.24575 4.03496 4.09843 -0.003 -0.002 0.000 0.468
H -6.34141 2.55115 4.43044 0.000 -0.002 0.002 0.356
H -7.21956 2.73372 2.90922 -0.010 -0.002 -0.002 0.313
H -5.27228 5.44223 4.51497 0.005 0.006 0.005 0.417
H -3.72994 5.15947 3.71052 0.001 0.008 0.005 0.420
H -4.32332 4.01897 4.93222 0.004 0.001 0.000 0.407
H -6.41945 5.67402 2.35889 -0.004 0.004 -0.002 0.465
H -6.37410 4.39707 1.14359 0.000 -0.004 -0.003 0.303
H -4.92486 5.35494 1.46823 0.002 0.004 -0.003 0.356
H -2.73332 3.11758 3.58941 0.001 0.003 -0.004 0.590
H -6.05438 2.14300 1.11033 0.002 0.004 0.009 0.457
H -5.65183 -1.43969 1.22915 0.001 -0.013 -0.003 0.403
H -3.99455 -1.65356 0.69298 0.004 -0.033 -0.022 0.223
H -5.34323 -2.12030 -0.37133 -0.002 0.014 -0.016 0.425
H -7.06537 0.35635 0.50656 -0.013 -0.001 -0.014 0.440
H -6.95383 -0.30722 -1.12106 -0.009 -0.001 0.010 0.453
H -6.62250 1.40239 -0.85483 -0.002 0.003 -0.003 0.457
H -3.32152 -0.15719 -1.53682 -0.025 -0.004 -0.018 0.117
H -4.47072 1.09522 -2.03375 0.016 0.000 -0.012 0.302
H -4.85731 -0.60852 -2.29604 -0.006 -0.006 0.014 0.550
C 4.62905 -0.18530 1.16554 -0.017 0.031 0.030 -1.760
C 3.25596 0.15271 1.75820 -0.009 -0.074 0.008 0.735
O 2.26947 0.13730 0.80282 -0.012 0.116 -0.047 -0.414
C 3.34625 1.56295 2.38532 0.001 -0.020 -0.004 0.272
F 3.64732 2.45790 1.41335 0.001 0.015 -0.050 -0.313
F 4.29807 1.66177 3.31415 0.023 -0.008 0.035 -0.276
F 2.19732 1.96931 2.92990 -0.022 -0.011 0.023 -0.234
C 2.92382 -0.89733 2.84157 0.007 0.025 -0.025 0.361
F 3.84810 -1.00291 3.79091 0.034 0.009 0.042 -0.268
F 2.80790 -2.11479 2.25510 -0.005 -0.050 -0.019 -0.259
F 1.74216 -0.66503 3.43486 -0.071 0.031 0.010 -0.204
H 4.83031 0.49982 0.34352 0.005 0.002 0.005 0.334
H 4.62016 -1.20360 0.78207 0.001 0.002 0.000 0.374
H 5.42458 -0.09625 1.90330 0.012 -0.011 -0.011 0.463
O 5.53268 4.74973 -0.42685 0.051 0.024 0.041 -0.507
C 4.94433 4.43441 -1.65381 -0.058 -0.035 -0.014 -0.619
N 3.65760 3.77582 -1.42839 0.036 0.071 -0.026 0.068
C 2.58860 4.01531 -2.21558 -0.017 0.004 0.019 0.369
O 2.61060 4.73100 -3.19870 0.003 0.001 -0.014 -0.663
C 1.30449 3.31376 -1.84569 0.008 0.046 0.015 0.765
C 0.11379 3.83179 -2.34209 -0.028 0.008 -0.019 -0.722
C -1.07851 3.19449 -2.04842 0.022 0.010 -0.008 -1.315
C -1.04529 2.03035 -1.30454 0.030 -0.016 0.023 -0.385
N 0.10622 1.51423 -0.85645 0.030 0.015 0.056 1.055
C 1.25895 2.15646 -1.09462 -0.034 -0.035 0.005 -0.188
H 5.17485 5.58025 -0.09636 -0.011 -0.005 -0.011 0.326
H 5.62438 3.75272 -2.16317 0.015 -0.002 0.023 0.306
H 4.76472 5.29972 -2.29148 -0.002 -0.011 -0.003 0.411
H 3.55690 3.31176 -0.53894 -0.003 -0.039 -0.020 0.224
H 0.15169 4.72627 -2.94996 0.004 0.002 -0.001 0.540
H -2.02681 3.58333 -2.39037 -0.004 -0.002 -0.001 0.592
H -1.94298 1.48773 -1.03907 -0.009 0.015 -0.021 0.529
H 2.13813 1.69982 -0.65384 -0.011 0.003 -0.005 -0.378
```
Forces are in eV/Å.

Values from the calculation:
Energy relative to the best compared isomer or geometry (same formula, charge and spin) = 21.5 kJ/mol
Total charge = +1

***

| no. | HOMO energy (hartree) | E_tot (eV) |
| --- | --- | --- |
| 1 | -0.3434 | -151549.2159 |
| 2 | -0.3765 | -140718.8203 |